The following is a quantum chemistry calculation of a structure of composition C11H26ClI2N2P2PmSe at a distorted geometry, from OMol25.

Positions of all 46 atoms, in Å:
I 0.014 -1.805 -6.207
I 0.014 0.899 -6.509
Pm -0.002 -0.306 -0.029
P -2.571 0.062 0.127
C -3.381 -0.163 -1.490
C -3.131 -1.311 1.230
H -4.229 -1.220 1.353
H -4.193 1.528 1.030
H -2.585 -1.226 2.193
H -2.541 1.727 1.869
H -3.043 -1.131 -1.930
H -2.811 -2.273 0.774
C -3.094 1.624 0.910
H -4.471 -0.138 -1.267
H -2.791 2.443 0.222
H -3.042 0.672 -2.145
P 2.572 0.038 0.148
C 3.390 -0.177 -1.466
C 3.094 1.602 0.933
H 2.579 -1.260 2.209
H 4.226 -1.244 1.377
H 2.807 -2.305 0.810
C 3.129 -1.335 1.249
H 2.533 1.713 1.887
H 4.192 1.504 1.065
H 4.479 -0.155 -1.236
H 3.059 0.660 -2.123
H 2.803 2.424 0.244
H 3.054 -1.144 -1.911
Cl -0.057 0.526 2.417
C 1.516 -1.818 4.389
N 0.236 -2.455 4.233
C -0.513 -2.829 5.359
C -1.566 -3.522 4.942
N -1.498 -3.589 3.547
C -2.411 -4.362 2.746
C -0.369 -2.936 3.080
Se 0.056 -2.856 1.267
H 1.501 -0.814 3.959
H 2.321 -2.405 3.943
H 1.674 -1.746 5.471
H -0.152 -2.575 6.344
H -2.359 -4.019 5.444
H -1.887 -5.093 2.130
H -3.049 -4.882 3.460
H -3.032 -3.736 2.101

As for the multiplicity: 5. The value obtained for the HOMO energy (alpha / beta) is -13.43 / -13.43 eV. The calculation puts the HOMO-LUMO gap (alpha / beta) at 6.75 / 6.87 eV. The energy above the lowest of the compared OMol25 structures with the same formula, charge and spin comes out at 1.472 eV. As for the expectation value of S²: 6.0088. As for the charge: +2. Its electronic energy is -143998.47692 eV.